The following is a quantum chemistry calculation of a molecular structure, C40H75ClN12O5PPtSSi in a non-equilibrium geometry, from the Open Molecules 2025 dataset.

Results
HOMO (alpha / beta) ... -9.4 / -10.0 eV
Spin multiplicity ... 5
⟨S²⟩ ... 6.038
Energy above the lowest of the compared OMol25 structures with the same formula, charge and spin ... 120.2 kJ/mol
HOMO-LUMO gap (alpha / beta) ... 7.0 / 4.8 eV
Net charge ... +1

XYZ file:
```
137
Properties=species:S:1:pos:R:3:forces:R:3
Pt -0.035167 0.086102 -0.264278 0.17 -0.58 -0.85
C -1.086534 4.992474 0.625308 0.12 0.19 0.10
N -0.548278 3.643868 0.557302 0.37 -0.11 -0.15
C 0.847739 3.696048 0.083175 0.11 -0.03 0.13
C -0.631425 2.832020 1.701894 -0.39 0.20 0.24
N -0.725773 1.531362 1.535890 0.31 -0.05 0.02
C -1.085649 0.724679 2.595147 0.12 0.52 -0.09
C -2.013662 1.141821 3.561390 -0.33 -0.26 0.19
C -2.264939 0.388925 4.685620 -0.02 0.28 -0.21
C -1.542390 -0.798638 4.911324 0.19 -0.31 -0.11
C -0.735188 -1.294300 3.929912 -0.13 -0.03 0.57
C -0.585582 -0.618348 2.688115 0.44 -0.37 -0.30
N -0.004101 -1.203300 1.621473 -0.51 0.69 0.21
C 0.008926 -2.571244 1.530012 0.22 -1.03 0.22
N -1.011612 -3.354185 1.947935 -0.14 0.33 0.13
C -0.782883 -4.742216 2.322165 0.01 -0.13 0.08
C -2.381898 -2.921789 2.187763 -0.07 -0.01 -0.07
N 1.085080 -3.177497 1.052275 0.08 0.42 -0.25
C 1.006699 -4.269576 0.083619 -0.03 -0.13 -0.05
C 2.357661 -2.456467 1.058495 0.15 0.14 0.13
N -0.552911 3.432856 2.938633 0.20 -0.36 0.11
C -1.436423 4.498771 3.395357 0.00 0.18 0.03
C 0.261793 2.859099 4.009644 -0.01 0.11 0.04
H -1.024624 5.404890 -0.381490 0.06 0.00 0.04
H -0.530928 5.654903 1.301299 -0.03 -0.03 -0.08
H -2.137080 4.981624 0.911718 0.08 0.10 -0.15
H 0.898445 4.385747 -0.752527 -0.15 -0.03 0.01
H 1.167928 2.727000 -0.259260 0.14 -0.34 -0.06
H 1.525721 4.041873 0.867815 0.07 0.05 0.07
H -2.527352 2.080851 3.409533 -0.01 -0.06 0.04
H -2.985862 0.733405 5.415546 0.02 0.00 -0.01
H -1.657281 -1.341612 5.839909 0.01 0.04 0.01
H -0.211819 -2.228327 4.087213 0.01 0.04 -0.06
H 0.277513 -4.927394 2.473190 -0.03 0.02 -0.03
H -1.165493 -5.439281 1.574377 0.00 0.01 0.02
H -1.308747 -4.934592 3.258603 -0.03 0.05 0.00
H -2.540958 -1.893244 1.889761 -0.01 0.01 -0.08
H -2.627898 -3.024193 3.247031 0.06 -0.05 -0.02
H -3.055480 -3.552814 1.606398 0.00 0.03 -0.03
H 1.706586 -5.060720 0.352607 -0.03 0.00 0.04
H 1.263925 -3.857624 -0.893237 0.01 0.06 0.03
H 0.001365 -4.675354 0.029100 0.05 0.08 -0.06
H 2.577693 -2.071975 2.053338 -0.05 -0.04 -0.01
H 2.336607 -1.633320 0.354818 -0.04 -0.06 -0.07
H 3.143646 -3.146088 0.763629 -0.01 -0.05 0.06
H -2.298389 4.610662 2.743299 0.06 -0.02 0.18
H -0.925070 5.459329 3.480747 -0.01 -0.03 0.03
H -1.805891 4.229424 4.388452 0.01 -0.07 0.00
H 0.969210 2.142540 3.606367 0.03 -0.05 -0.05
H -0.343271 2.395180 4.793990 0.02 0.05 -0.02
H 0.826533 3.678915 4.457496 0.02 0.00 -0.02
C 2.488263 0.256724 -3.378942 -0.33 -0.10 0.46
Si 2.129385 -1.400992 -2.536686 1.14 -0.69 -1.48
C 3.813977 -2.021624 -1.885641 -0.55 0.30 0.21
C 1.796402 -2.625921 -3.977965 -0.03 0.46 0.37
O 0.858234 -1.502096 -1.572826 -0.76 0.57 1.12
H 3.122505 0.133243 -4.258534 0.02 -0.10 0.02
H 2.983974 0.932769 -2.677663 0.01 0.04 -0.06
H 1.547151 0.716466 -3.688704 0.30 -0.07 0.03
H 4.562857 -1.897206 -2.670904 -0.03 -0.02 -0.03
H 3.767586 -3.083282 -1.623810 0.07 0.03 0.01
H 4.137531 -1.449863 -1.013012 0.13 -0.08 -0.02
H 2.610875 -2.568848 -4.705617 -0.06 -0.09 -0.03
H 0.854913 -2.374004 -4.477706 0.06 -0.10 -0.04
H 1.731388 -3.652192 -3.605130 -0.03 0.00 -0.07
O 3.785146 2.177253 0.669263 0.00 0.27 -0.08
Cl 3.182087 0.948039 1.059182 -0.04 0.11 -0.07
O 4.163888 -0.028802 1.386144 0.21 -0.28 0.06
O 2.286398 1.150641 2.169841 -0.29 0.06 0.30
O 2.376978 0.432542 -0.067813 -0.26 0.33 -0.20
N -0.524906 1.397245 -1.746359 0.22 -0.11 0.27
P -1.299732 2.332740 -2.740238 -0.56 0.72 -1.15
N -0.323197 3.608336 -3.263568 -0.13 -0.10 0.30
C 1.102856 3.259132 -3.431861 0.09 0.17 0.12
C 1.966146 4.505446 -3.286256 -0.07 0.01 -0.14
C 1.717987 5.477094 -4.448751 -0.12 -0.03 0.04
C 0.301353 5.283304 -5.003705 0.10 0.01 0.11
C -0.697290 4.875958 -3.922072 0.09 0.08 -0.08
N -2.735511 2.969155 -2.098547 0.54 -0.12 0.21
C -3.188670 4.345812 -2.331768 -0.17 0.06 -0.07
C -4.653922 4.563364 -1.945454 0.13 -0.08 0.13
C -4.957500 4.094143 -0.527785 -0.03 -0.12 -0.15
C -4.492267 2.650248 -0.381209 0.08 0.08 -0.09
C -3.011230 2.550804 -0.708149 -0.44 -0.22 0.11
N -1.684238 1.422746 -4.119642 0.33 -0.05 0.49
C -1.849094 2.163943 -5.377648 0.06 0.09 -0.07
C -1.786097 1.237373 -6.592471 -0.14 -0.14 0.13
C -2.491417 -0.082569 -6.302474 0.13 0.00 0.03
C -1.768728 -0.823858 -5.162556 -0.03 0.11 -0.01
C -0.971763 0.141052 -4.280787 -0.03 -0.21 -0.04
H 1.297486 2.804719 -4.413222 -0.07 -0.03 0.03
H 1.358664 2.519176 -2.679654 0.01 0.08 -0.02
H 3.015185 4.211538 -3.238165 -0.01 0.02 0.06
H 1.716855 4.998837 -2.344014 0.11 -0.05 -0.06
H 1.844943 6.504364 -4.102901 0.04 0.01 -0.04
H 2.442565 5.313709 -5.247123 0.02 0.03 0.01
H 0.309004 4.526077 -5.791310 -0.02 0.00 0.00
H -0.061007 6.206588 -5.457818 -0.02 -0.02 -0.06
H -1.666032 4.795519 -4.404199 0.01 -0.02 0.00
H -0.763738 5.679201 -3.178379 -0.03 0.01 -0.03
H -3.101492 4.579342 -3.386563 -0.03 0.02 0.07
H -2.571287 5.060010 -1.768342 -0.03 -0.06 -0.11
H -5.300694 4.028825 -2.643160 0.00 -0.08 -0.08
H -4.866072 5.628466 -2.057496 -0.03 0.00 -0.03
H -6.024606 4.186505 -0.318761 0.02 0.06 0.04
H -4.422678 4.725550 0.191101 -0.04 0.01 0.02
H -5.048777 2.002420 -1.061198 -0.10 -0.06 0.00
H -4.652682 2.289574 0.638809 0.00 -0.04 -0.03
H -2.669013 1.528968 -0.583576 0.03 -0.12 0.01
H -2.451476 3.176935 -0.005903 -0.28 -0.29 -0.37
H -1.073213 2.928628 -5.495173 -0.05 -0.02 0.04
H -2.819548 2.674915 -5.351134 0.01 0.00 -0.03
H -0.745467 1.032454 -6.853261 0.02 0.05 -0.03
H -2.237921 1.748108 -7.443151 0.03 0.01 -0.02
H -2.515083 -0.697446 -7.202863 -0.09 -0.02 0.01
H -3.525591 0.124069 -6.016302 0.01 0.01 -0.05
H -1.071703 -1.560755 -5.565019 0.01 0.00 -0.02
H -2.495056 -1.369247 -4.561045 0.09 -0.05 -0.06
H 0.019177 0.292623 -4.727110 -0.17 0.05 -0.01
H -0.796852 -0.297125 -3.295395 0.00 0.00 -0.04
C -4.702645 -4.637055 -3.756007 0.03 -0.02 0.00
C -4.433440 -3.218194 -3.378559 -0.04 -0.03 -0.05
C -5.081035 -2.151174 -3.930876 -0.08 0.12 -0.05
C -4.736893 -0.860225 -3.487258 0.03 -0.21 0.17
N -3.833482 -0.650228 -2.540505 -0.21 0.40 -0.04
C -3.206784 -1.685531 -1.989351 0.20 -0.36 0.21
S -2.067936 -1.628285 -0.751128 -0.07 0.15 0.09
N -3.502473 -2.959588 -2.440358 -0.13 0.14 -0.08
C -5.414013 0.337344 -4.060287 0.02 0.04 0.07
H -5.724975 -4.902877 -3.487290 0.01 -0.01 0.02
H -4.021444 -5.328425 -3.262868 0.01 0.00 -0.01
H -4.604616 -4.755311 -4.834315 0.02 -0.02 0.01
H -5.835388 -2.299431 -4.690629 0.04 0.00 0.01
H -2.985188 -3.709614 -2.003015 0.04 -0.02 -0.06
H -5.598136 0.215736 -5.127454 -0.02 0.02 0.04
H -4.790273 1.205035 -3.866950 0.01 0.15 -0.03
H -6.380412 0.472421 -3.566580 0.02 0.03 0.00
```
Positions in Å, forces in eV/Å.

Mulliken population analysis, charges in e, atoms 1 to 6: number 1, Pt, carries 2.43; number 2, C, carries -1.26; number 3, N, carries 1.41; number 4, C, carries -0.72; number 5, C, carries -1.84; number 6, N, carries 0.60